1.
This record from the OMol25 dataset describes C5H8O in the gas phase. The level of theory is ωB97M-V/def2-TZVPD.

Properties
**HOMO energy**: -10.1 eV
**Energy above the lowest of the compared OMol25 structures with the same formula, charge and spin**: 202.0 kJ/mol
**Molecular weight**: 84.1 g/mol
**2S+1**: 1
**Frontier orbital gap**: 11.1 eV
**Structure (SMILES)**: C#C[C@@H](C)CO

Element x y z (Å)
C  2.390  0.046  -0.469
C  1.186  0.060  -0.528
C  -0.272  -0.110  -0.434
C  -0.524  -1.528  0.081
C  -0.888  0.939  0.501
O  -0.709  2.256  0.044
H  3.453  -0.023  -0.404
H  -0.730  0.024  -1.420
H  -0.060  -1.624  1.068
H  -0.048  -2.251  -0.586
H  -1.594  -1.750  0.157
H  -1.969  0.789  0.565
H  -0.475  0.794  1.511
H  0.240  2.379  -0.087



2.
This record from the OMol25 dataset describes C5H8O in the gas phase. The level of theory is ωB97M-V/def2-TZVPD.

Properties
**HOMO energy**: -9.5 eV
**Energy above the lowest of the compared OMol25 structures with the same formula, charge and spin**: 248.0 kJ/mol
**Molecular weight**: 84.1 g/mol
**2S+1**: 1
**Frontier orbital gap**: 10.4 eV
**Structure (SMILES)**: O[C@H]1C[C@H]2C[C@H]21

Element x y z (Å)
O  -1.434  1.810  0.153
C  -0.769  0.610  0.447
C  -1.059  -0.610  -0.420
C  0.329  -1.104  -0.010
C  1.443  -0.363  -0.638
C  0.728  0.377  0.444
H  -0.821  2.546  0.247
H  -0.967  0.303  1.481
H  -1.181  -0.360  -1.481
H  -1.905  -1.216  -0.092
H  0.441  -2.040  0.531
H  1.501  -0.083  -1.685
H  2.387  -0.720  -0.219
H  1.307  0.848  1.240



3.
This record from the OMol25 dataset describes C5H8O in the gas phase. The level of theory is ωB97M-V/def2-TZVPD.

Properties
**HOMO energy**: -9.6 eV
**Energy above the lowest of the compared OMol25 structures with the same formula, charge and spin**: 180.8 kJ/mol
**Molecular weight**: 84.1 g/mol
**2S+1**: 1
**Frontier orbital gap**: 10.5 eV
**Structure (SMILES)**: CC#C[C@@H](C)O

Element x y z (Å)
C  -0.677  -0.628  2.703
C  -0.467  -0.388  1.276
C  -0.254  -0.203  0.103
C  0.111  -0.099  -1.323
C  0.352  1.336  -1.767
O  1.313  -0.814  -1.577
H  -1.049  0.268  3.209
H  0.269  -0.912  3.176
H  -1.395  -1.438  2.869
H  -0.710  -0.525  -1.922
H  1.125  1.794  -1.144
H  0.695  1.336  -2.806
H  -0.565  1.927  -1.691
H  1.252  -1.654  -1.105



4.
This record from the OMol25 dataset describes C5H8O in the gas phase. The level of theory is ωB97M-V/def2-TZVPD.

Properties
**HOMO energy**: -9.0 eV
**Energy above the lowest of the compared OMol25 structures with the same formula, charge and spin**: 97.3 kJ/mol
**Molecular weight**: 84.1 g/mol
**2S+1**: 1
**Frontier orbital gap**: 10.1 eV
**Structure (SMILES)**: C=C1CCCO1

Element x y z (Å)
C  0.727  1.897  -0.773
C  0.170  0.952  -0.031
C  -1.060  0.128  -0.313
C  -0.624  -1.263  0.192
C  0.739  -0.978  0.862
O  0.778  0.429  1.085
H  1.684  2.330  -0.501
H  0.232  2.221  -1.680
H  -1.916  0.502  0.259
H  -1.325  0.148  -1.372
H  -1.337  -1.677  0.906
H  -0.519  -1.975  -0.630
H  1.561  -1.236  0.180
H  0.889  -1.481  1.817



5.
This record from the OMol25 dataset describes a molecular structure, C5H8O at a distorted geometry. The level of theory is ωB97M-V/def2-TZVPD.

Properties
**HOMO energy**: -7.9 eV
**Energy above the lowest of the compared OMol25 structures with the same formula, charge and spin**: 251.5 kJ/mol
**Molecular weight**: 84.1 g/mol
**2S+1**: 1
**Frontier orbital gap**: 9.0 eV

Element x y z (Å)
C  -1.565  -1.005  -0.416
C  -0.493  0.012  -0.485
C  -0.131  1.034  0.530
C  1.375  0.925  0.379
C  1.791  -0.344  0.244
O  0.868  -1.241  -0.052
H  -1.634  -1.378  0.605
H  -2.530  -0.626  -0.766
H  -1.243  -1.814  -1.076
H  -0.332  0.444  -1.490
H  -0.503  0.774  1.534
H  -0.442  2.066  0.314
H  2.005  1.785  0.267
H  2.833  -0.633  0.412



6.
This record from the OMol25 dataset describes C5H8O in the gas phase at a distorted geometry. The level of theory is ωB97M-V/def2-TZVPD.

Properties
**HOMO energy**: -9.4 eV
**Energy above the lowest of the compared OMol25 structures with the same formula, charge and spin**: 270.6 kJ/mol
**Molecular weight**: 84.1 g/mol
**2S+1**: 1
**Frontier orbital gap**: 10.4 eV
**Structure (SMILES)**: CC#CCCO

Element x y z (Å)
C  2.454  0.446  -0.301
C  1.410  -0.511  0.069
C  0.318  -1.033  0.084
C  -1.037  -0.824  -0.476
C  -1.932  0.044  0.414
O  -1.211  1.062  1.068
H  2.077  1.457  -0.078
H  3.393  0.265  0.224
H  2.616  0.430  -1.392
H  -0.806  -0.211  -1.355
H  -1.560  -1.733  -0.780
H  -2.660  0.561  -0.227
H  -2.503  -0.601  1.100
H  -0.556  0.647  1.650



7.
This record from the OMol25 dataset describes C5H8O in the gas phase at a distorted geometry. The level of theory is ωB97M-V/def2-TZVPD.

Properties
**HOMO energy**: -8.9 eV
**Energy above the lowest of the compared OMol25 structures with the same formula, charge and spin**: 470.9 kJ/mol
**Molecular weight**: 84.1 g/mol
**2S+1**: 1
**Frontier orbital gap**: 10.1 eV
**Structure (SMILES)**: C=COC1CC1

Element x y z (Å)
C  1.590  0.325  -2.277
C  0.358  -0.066  -1.480
O  0.170  0.574  -0.253
C  0.101  -0.258  0.862
C  -1.297  -0.779  1.108
C  -0.780  0.259  1.971
H  1.339  0.005  -3.304
H  2.542  1.088  -1.892
H  -0.733  -0.701  -1.723
H  1.000  -0.911  1.037
H  -1.481  -1.733  1.541
H  -2.235  -0.525  0.453
H  -1.036  1.316  1.824
H  -0.585  -0.025  2.988



8.
This record from the OMol25 dataset describes C5H8O in the gas phase. The level of theory is ωB97M-V/def2-TZVPD.

Properties
**HOMO energy**: -8.5 eV
**Energy above the lowest of the compared OMol25 structures with the same formula, charge and spin**: 400.4 kJ/mol
**Molecular weight**: 84.1 g/mol
**2S+1**: 1
**Frontier orbital gap**: 8.6 eV

Element x y z (Å)
O  1.564  0.453  1.490
C  0.438  0.361  0.671
C  0.506  0.855  -0.780
C  -0.987  0.814  -0.970
C  -1.295  -0.584  -0.494
C  -0.191  -1.021  0.500
H  2.195  1.061  1.092
H  0.978  1.833  -0.924
H  0.987  0.123  -1.449
H  -0.385  0.971  1.104
H  -2.315  -0.714  -0.121
H  -1.249  -1.116  -1.462
H  -0.590  -1.417  1.437
H  0.523  -1.756  0.105



9.
This record from the OMol25 dataset describes C5H8O in the gas phase. The level of theory is ωB97M-V/def2-TZVPD.

Properties
**HOMO energy**: -8.8 eV
**Energy above the lowest of the compared OMol25 structures with the same formula, charge and spin**: 422.3 kJ/mol
**Molecular weight**: 84.1 g/mol
**2S+1**: 1
**Frontier orbital gap**: 9.3 eV

Element x y z (Å)
C  -0.425  0.506  -1.587
C  -0.300  -0.413  -0.383
C  -0.766  0.155  0.950
C  0.977  -0.236  1.465
O  1.512  -0.297  2.551
C  1.085  -0.677  0.135
H  0.014  1.486  -1.354
H  0.111  0.099  -2.449
H  -1.474  0.658  -1.864
H  -0.792  -1.379  -0.569
H  -1.287  -0.531  1.618
H  -1.277  1.126  0.937
H  1.862  -1.313  -0.289
H  0.761  0.817  0.840